# 1
Density functional theory data (ωB97M-V/def2-TZVPD) for a structure of composition C19H48B4N5O13P at a distorted geometry.

Results
Highest occupied orbital energy (eV): -7.249
Net charge: 0
Kohn-Sham gap (eV): 7.426
E_tot (eV): -66549.3691

```
90
Properties=species:S:1:pos:R:3:forces:R:3
C 3.987 -1.721 -0.912 0.014 0.290 -0.473
C 3.793 -0.226 -1.174 0.466 0.168 0.037
O 2.980 -0.035 -2.345 -0.327 -0.249 0.689
B 1.682 0.339 -2.146 -0.075 0.313 -0.286
O 1.315 1.330 -1.245 0.556 -0.486 0.286
B 0.425 -0.493 -2.963 -0.081 0.604 -1.314
O -0.866 0.041 -3.010 0.391 -0.638 0.500
B -1.704 -0.785 -2.301 -0.547 0.688 0.372
C -3.085 -0.225 -1.749 -0.444 -0.843 -0.687
O -2.842 0.406 -0.491 0.085 -0.136 0.051
O -1.500 0.032 -0.161 0.643 0.414 0.335
O -1.337 -2.096 -1.990 0.388 0.059 -0.330
B -0.186 -2.604 -2.579 0.523 -0.175 -0.223
P 0.314 -4.409 -2.092 -1.109 -0.586 -0.317
C 1.879 -4.774 -2.949 0.518 0.288 0.551
O 0.833 -4.221 -0.490 0.196 0.255 -0.253
O 0.552 -1.797 -3.437 -0.024 -0.041 0.970
H 3.312 -2.088 -0.141 0.268 0.442 -0.696
H 5.022 -1.935 -0.649 0.026 -0.067 0.157
H 3.763 -2.248 -1.840 0.062 -0.115 0.021
H 3.344 0.236 -0.292 -0.045 0.209 -0.286
H 4.742 0.279 -1.348 0.054 -0.071 -0.109
H 0.950 0.927 -0.442 -0.338 0.131 -0.050
H -3.570 0.474 -2.429 0.027 0.207 0.131
H -3.759 -1.083 -1.618 -0.115 0.143 0.213
H -1.567 -0.714 0.452 -0.352 -0.025 0.015
H 1.694 -5.413 -3.808 -0.118 0.105 -0.097
H 2.471 -3.898 -3.215 -0.085 0.027 -0.165
H 2.478 -5.361 -2.248 -0.074 -0.081 -0.001
H 0.152 -3.727 -0.022 0.015 0.024 0.120
C -1.194 -7.717 -1.000 -0.068 0.134 -0.059
O -0.294 -7.335 -1.718 0.140 -0.449 0.053
N -1.085 -8.716 -0.097 -0.077 -0.038 0.081
C -2.195 -9.126 0.737 0.192 -0.042 -0.034
C 0.193 -9.392 0.032 -0.023 0.101 -0.086
H -2.199 -7.261 -1.024 0.002 -0.016 0.009
H -1.944 -9.002 1.793 -0.069 -0.013 0.019
H -2.441 -10.174 0.556 -0.062 0.005 0.040
H -3.069 -8.519 0.512 0.005 0.015 -0.018
H 0.970 -8.680 0.311 0.033 -0.034 -0.003
H 0.477 -9.846 -0.918 0.043 -0.015 0.020
H 0.117 -10.165 0.794 -0.030 0.003 0.008
C 3.731 6.029 0.648 0.047 0.024 0.017
O 3.845 6.811 1.575 -0.016 -0.029 0.007
N 2.615 5.338 0.357 -0.026 -0.083 -0.099
C 2.541 4.412 -0.756 -0.104 0.106 0.195
C 1.432 5.522 1.187 0.358 0.057 -0.054
H 4.563 5.814 -0.046 -0.014 0.000 -0.014
H 1.760 4.729 -1.451 0.026 -0.087 -0.068
H 2.299 3.412 -0.398 -0.003 -0.059 -0.140
H 3.491 4.377 -1.286 0.026 0.035 0.030
H 1.112 6.560 1.174 -0.054 0.003 0.042
H 1.661 5.253 2.219 -0.085 0.040 0.034
H 0.629 4.894 0.814 -0.002 0.004 -0.032
C -2.004 6.059 3.047 -0.040 0.089 -0.040
O -1.057 6.420 2.375 -0.114 -0.069 0.081
N -1.987 5.011 3.894 -0.085 -0.022 0.051
C -3.147 4.628 4.671 0.175 -0.065 -0.026
C -0.759 4.245 4.024 0.005 0.103 -0.079
H -2.979 6.575 3.019 -0.003 -0.008 0.012
H -2.923 4.679 5.738 -0.066 -0.006 0.014
H -3.451 3.609 4.423 -0.057 0.009 0.033
H -3.974 5.301 4.455 0.006 0.018 -0.015
H 0.053 4.888 4.365 0.026 -0.035 -0.002
H -0.474 3.823 3.059 0.030 -0.026 0.021
H -0.911 3.441 4.740 -0.028 0.008 0.005
C -4.297 3.120 -3.581 0.063 -0.056 -0.051
O -4.921 2.078 -3.501 -0.026 0.027 0.017
N -4.437 4.157 -2.734 0.027 0.100 -0.020
C -3.665 5.375 -2.871 -0.114 -0.068 0.128
C -5.392 4.037 -1.647 0.029 -0.111 -0.069
H -3.546 3.300 -4.368 -0.008 0.010 0.006
H -3.062 5.545 -1.977 0.036 0.047 -0.031
H -4.328 6.230 -3.017 0.051 0.037 -0.016
H -3.001 5.296 -3.729 -0.001 -0.024 -0.008
H -5.132 3.190 -1.010 -0.030 0.010 0.027
H -6.394 3.868 -2.042 -0.015 -0.002 0.042
H -5.383 4.950 -1.057 0.025 0.020 -0.018
C 2.159 -0.698 1.724 0.140 -0.061 0.349
O 1.444 -0.913 0.759 -0.490 0.046 -0.108
N 2.837 -1.649 2.384 0.034 0.114 -0.083
C 3.680 -1.348 3.524 -0.020 -0.094 -0.065
C 2.715 -3.027 1.929 -0.155 -0.128 0.109
H 2.311 0.314 2.134 0.002 -0.007 -0.009
H 4.710 -1.646 3.321 0.007 0.024 0.040
H 3.326 -1.882 4.407 0.030 0.027 0.019
H 3.659 -0.279 3.727 -0.009 0.016 -0.014
H 3.048 -3.115 0.894 -0.222 -0.423 0.541
H 1.674 -3.348 1.976 0.047 -0.048 -0.001
H 3.322 -3.670 2.561 0.014 0.028 0.053
```
Positions in Å, forces in eV/Å.

Here are the Mulliken charges for atoms 1 to 8, given in e: number 1, C, carries -0.258; number 2, C, carries -0.163; number 3, O, carries -0.833; number 4, B, carries -0.088; number 5, O, carries -0.222; number 6, B, carries 1.224; number 7, O, carries -0.309; number 8, B, carries 0.039

# 2
Density functional theory data (ωB97M-V/def2-TZVPD) for a cluster of 7 separate species, C19H48BN2O6PS7 in total at a distorted geometry.

Results
Highest occupied orbital energy (eV): -7.856
Net charge: 0
Kohn-Sham gap (eV): 7.416
E_tot (eV): -121551.9117

```
84
Properties=species:S:1:pos:R:3:forces:R:3
C 2.506 -3.644 -0.154 0.333 -1.277 0.171
N 1.512 -3.448 -1.227 0.815 0.978 0.498
C 1.155 -2.015 -1.402 -0.775 0.527 -0.547
B -0.100 -1.535 -0.538 -0.859 -1.136 -0.684
P -0.138 0.057 0.564 0.350 0.659 0.791
S 1.620 0.645 1.191 0.427 -0.011 -0.076
C -1.473 -2.388 -0.561 1.545 0.466 -1.339
C -1.888 -2.837 -1.877 -2.293 -1.210 0.756
C -3.168 -3.582 -1.942 1.876 1.748 3.115
C -3.787 -3.727 -0.625 -0.152 -0.269 -0.786
C -3.231 -3.252 0.627 0.224 -0.194 -1.971
N -2.060 -2.573 0.654 -1.426 -0.725 -1.173
H 3.105 -4.560 -0.425 -0.447 0.793 0.380
H 3.238 -2.806 -0.068 -0.835 -0.507 -0.224
H 2.064 -3.847 0.858 0.304 0.390 -0.648
H 0.688 -4.035 -1.106 0.272 0.286 0.065
H 2.019 -1.328 -1.235 -0.427 -0.850 -0.159
H 0.856 -1.900 -2.492 0.235 0.134 0.947
H -0.984 -0.229 1.687 -0.058 0.157 -0.837
H -0.791 1.127 -0.136 -0.234 -0.687 0.182
H -1.296 -2.640 -2.822 -0.602 -0.276 1.409
H -3.611 -3.960 -2.884 0.292 0.229 0.882
H -4.772 -4.252 -0.576 0.993 0.440 -0.020
H -3.770 -3.433 1.585 0.550 0.181 -0.903
C 0.040 2.713 5.895 -0.181 0.036 0.033
S 0.023 1.857 4.310 0.191 0.070 -0.013
O -0.867 2.630 3.394 -0.054 -0.143 0.159
C -0.907 0.421 4.880 -0.151 -0.029 0.041
H 0.545 3.668 5.764 0.023 -0.074 -0.024
H -0.981 2.887 6.237 0.001 -0.007 -0.057
H 0.585 2.115 6.628 0.037 0.018 -0.061
H -1.870 0.738 5.284 0.032 0.062 -0.033
H -0.332 -0.105 5.644 0.039 0.036 -0.046
H -1.070 -0.242 4.031 0.075 0.068 0.003
C 0.810 8.182 7.845 0.034 0.083 0.111
S 0.660 6.595 7.003 0.171 -0.009 -0.062
O 1.250 5.557 7.899 -0.046 0.121 -0.050
C 1.865 6.943 5.714 -0.089 -0.029 0.443
H 0.159 8.170 8.719 0.003 -0.078 -0.061
H 1.841 8.339 8.162 -0.001 -0.083 -0.041
H 0.497 8.982 7.172 -0.010 -0.062 -0.023
H 2.832 7.177 6.162 -0.057 -0.030 0.082
H 1.520 7.779 5.111 -0.043 -0.099 0.035
H 1.961 6.061 5.085 -0.107 0.069 0.043
C 0.369 -4.474 -7.136 -0.036 -0.174 -0.002
S -0.261 -3.128 -6.117 0.103 0.178 -0.016
O -0.297 -3.617 -4.708 -0.153 -0.054 -0.120
C -1.948 -3.182 -6.748 -0.124 -0.113 0.005
H 1.413 -4.640 -6.875 -0.054 0.094 0.057
H -0.202 -5.384 -6.946 -0.022 0.050 0.049
H 0.298 -4.197 -8.189 -0.006 0.057 0.045
H -2.376 -4.173 -6.582 0.070 -0.001 0.033
H -1.946 -2.946 -7.812 0.048 0.026 0.035
H -2.538 -2.438 -6.213 0.127 0.008 0.013
C -1.921 -7.344 -1.311 0.061 0.007 0.124
S -3.148 -7.749 -2.566 -0.013 0.080 0.006
O -4.459 -7.220 -2.095 0.181 -0.084 0.021
C -3.145 -9.527 -2.270 -0.026 -0.112 0.088
H -1.793 -6.261 -1.295 -0.077 -0.033 -0.088
H -2.263 -7.683 -0.332 -0.075 -0.012 -0.055
H -0.971 -7.817 -1.564 -0.039 0.011 -0.053
H -3.411 -9.731 -1.232 -0.012 0.083 -0.015
H -2.157 -9.931 -2.492 -0.011 0.058 -0.024
H -3.880 -9.986 -2.930 0.020 0.116 -0.004
C 3.116 1.735 -3.828 0.089 0.106 -0.052
S 1.555 0.999 -3.310 -0.062 0.000 0.021
O 0.794 0.651 -4.543 0.085 0.122 0.115
C 0.842 2.514 -2.644 0.024 0.181 -0.013
H 3.714 0.964 -4.312 -0.104 -0.036 0.047
H 2.929 2.546 -4.533 -0.084 -0.042 0.009
H 3.649 2.111 -2.954 -0.053 -0.057 0.023
H 0.796 3.277 -3.423 0.002 -0.085 -0.053
H 1.449 2.864 -1.808 -0.011 -0.112 0.027
H -0.166 2.293 -2.292 0.062 -0.076 -0.046
C 3.088 6.465 0.717 -0.014 -0.150 -0.023
S 2.456 7.821 1.720 0.049 0.011 -0.088
O 2.413 7.346 3.134 0.044 0.069 -0.638
C 0.772 7.763 1.083 -0.124 -0.102 0.008
H 4.131 6.299 0.983 -0.054 0.086 0.052
H 2.514 5.558 0.913 -0.026 0.055 0.068
H 3.023 6.732 -0.339 -0.004 0.060 0.043
H 0.343 6.776 1.256 0.075 0.002 0.047
H 0.779 7.990 0.015 0.057 0.025 0.033
H 0.181 8.514 1.607 0.113 -0.007 0.016
```
Positions in Å, forces in eV/Å.

Here are the Mulliken charges for atoms 1 to 8, given in e: number 1, C, carries -0.739; number 2, N, carries -0.185; number 3, C, carries -0.368; number 4, B, carries 0.369; number 5, P, carries 0.283; number 6, S, carries -0.443; number 7, C, carries 0.165; number 8, C, carries 0.124

> What is the Kohn-Sham gap in the first record?

7.426 eV